ORCA calculation (wB97M-V/def2-TZVPD) on a single C10H10N2O2S molecule at a distorted geometry.

Output
Frontier orbital gap, eV: 9.09
E_tot, eV: -28438.5871
SMILES string: C[C@]12CN=N[C@H]1S(=O)(=O)c1ccccc12
Energy relative to the best compared isomer or geometry (same formula, charge and spin), eV: 3.459
HOMO energy, Ha: -0.34433
LUMO energy, eV: -0.28

Structure (ORCA input):
```
! wB97M-V def2-TZVPD RIJCOSX def2/J DEFGRID3
* xyz 0 1
C -1.94434 0.17222 0.64417
C -0.56983 -0.32599 1.02835
C -0.57918 -1.85412 1.35712
N -0.54430 -2.00980 2.70900
N -0.44709 -0.98940 3.36440
C -0.28265 0.15277 2.51745
S 1.96357 0.11133 2.29738
O 2.65985 1.34741 2.65115
O 2.46420 -1.13059 2.73857
C 1.81262 0.29835 0.46615
C 2.97525 0.54130 -0.21492
C 2.75808 0.64498 -1.65208
C 1.47585 0.55150 -2.13602
C 0.31201 0.30468 -1.34578
C 0.47168 0.16154 0.05031
H -2.77845 -0.14297 1.28940
H -2.34276 -0.28266 -0.32474
H -2.04674 1.27077 0.34889
H -1.51459 -2.35518 0.96477
H 0.34265 -2.31944 1.06655
H -0.56687 1.23555 2.70308
H 3.92075 0.80695 0.22335
H 3.50878 0.60702 -2.44639
H 1.41588 0.72074 -3.20354
H -0.61766 0.34956 -1.82145
*
```

Löwdin population analysis, charges in e, atoms 1 to 6: -0.072, -0.425, -0.164, 0.003, 0.019, -0.111

***

ORCA calculation (wB97M-V/def2-TZVPD) on a molecular structure, C10H10N2O5SSeV.

Output
Frontier orbital gap (alpha / beta), eV: 4.01 / 4.03
E_tot, eV: -125622.8505
Energy relative to the best compared isomer or geometry (same formula, charge and spin), eV: 0.657
HOMO energy (alpha / beta), Ha: 0.02470 / 0.02363
LUMO energy (alpha / beta), eV: 4.68 / 4.68

Structure (ORCA input):
```
! wB97M-V def2-TZVPD RIJCOSX def2/J DEFGRID3
* xyz -2 2
V -0.37120 -0.30887 0.15023
O -3.56121 2.28976 0.20366
C -2.62723 1.32893 -0.14604
O -1.66359 1.12584 0.72998
C -2.66800 0.62698 -1.29752
C -3.45241 0.78421 -2.50910
C -3.05584 0.16522 -3.64212
C -1.83468 -0.63127 -3.67718
C -1.16123 -0.82082 -2.51735
N -1.58057 -0.30756 -1.33799
C 0.18760 -1.52020 -2.36716
O 0.66531 -2.20719 -3.26183
O 0.74448 -1.28181 -1.21982
H -3.15087 2.74596 0.94626
H -4.32735 1.42349 -2.49517
H -3.62851 0.29534 -4.55531
H -1.44309 -1.05157 -4.59322
C 2.12416 1.72851 2.44171
S 1.69130 0.01108 2.11130
C 3.27946 -0.45467 1.40023
H 2.67587 2.15646 1.60758
H 2.69606 1.81373 3.36701
H 1.19609 2.29270 2.53030
H 4.02667 -0.62272 2.17716
H 3.61604 0.32542 0.71821
H 3.13007 -1.36881 0.82611
O -0.68196 -1.47430 1.18540
Se 2.54470 4.08805 -0.83556
C 1.56453 2.57853 -0.61097
N 0.93825 1.61488 -0.46358
*
```

Löwdin population analysis, charges in e, atoms 1 to 6: 0.794, 0.023, -0.493, -0.188, -0.215, -0.064

***

ORCA calculation (wB97M-V/def2-TZVPD) on a single C10H10N4 molecule at a distorted geometry.

Output
Frontier orbital gap, eV: 9.36
E_tot, eV: -16489.6359
SMILES string: CC(C)(C#N)n1nc2ccccc2n1
Energy relative to the best compared isomer or geometry (same formula, charge and spin), eV: 3.475
HOMO energy, Ha: -0.32683
LUMO energy, eV: 0.47

Structure (ORCA input):
```
! wB97M-V def2-TZVPD RIJCOSX def2/J DEFGRID3
* xyz 0 1
C 0.55694 -0.47804 2.83306
C -0.80078 -0.23854 2.07357
C -1.37972 1.19702 2.34845
C -1.77935 -1.27921 2.07298
N -2.52314 -2.16738 2.10067
N -0.31865 -0.17817 0.52672
N -0.69592 0.80944 -0.24815
C -0.01202 0.57714 -1.37549
C 0.06721 1.26521 -2.58895
C 0.87833 0.66940 -3.50757
C 1.52698 -0.55408 -3.32699
C 1.41019 -1.26620 -2.20411
C 0.63178 -0.66429 -1.24573
N 0.36467 -1.10919 -0.02336
H 0.41674 -1.34684 3.32489
H 1.27846 -0.60661 2.06525
H 0.53202 0.35781 3.45900
H -0.80503 1.96794 1.92509
H -2.36457 1.33069 1.70694
H -1.76060 1.44114 3.42092
H -0.26043 2.22282 -2.80978
H 0.95775 1.27407 -4.29790
H 2.21921 -0.93643 -4.09502
H 1.85993 -2.28770 -2.13450
*
```

Löwdin population analysis, charges in e, atoms 1 to 6: 0.035, -0.363, -0.053, -0.177, 0.186, -0.151

***

ORCA calculation (wB97M-V/def2-TZVPD) on a single C10H10N4O4S molecule at a distorted geometry.

Output
Frontier orbital gap, eV: 8.59
E_tot, eV: -35520.0998
SMILES string: Cn1c(=O)n(CC(=O)O)c(=O)c2c1nc1n2CCS1
Energy relative to the best compared isomer or geometry (same formula, charge and spin), eV: 0.000
HOMO energy, Ha: -0.29769
LUMO energy, eV: 0.49

Structure (ORCA input):
```
! wB97M-V def2-TZVPD RIJCOSX def2/J DEFGRID3
* xyz 0 1
C 0.25429 3.35238 0.21852
N 0.34226 1.93580 -0.06253
C 1.56406 1.35788 -0.32705
O 2.58733 2.00484 -0.35605
N 1.56946 -0.00893 -0.59208
C 2.88104 -0.60811 -0.72810
C 3.45172 -0.91118 0.64593
O 2.87035 -0.74286 1.68041
O 4.68829 -1.40114 0.56285
C 0.48648 -0.89733 -0.57013
O 0.62449 -2.08459 -0.79369
C -0.72520 -0.20372 -0.28278
C -0.77219 1.16195 -0.02479
N -2.03103 1.56968 0.26803
C -2.74330 0.46436 0.19550
N -2.02290 -0.63075 -0.12470
C -2.71249 -1.87476 -0.30732
C -4.06540 -1.68517 0.38102
S -4.42203 0.12881 0.41826
H -0.19022 3.87448 -0.62965
H 1.26171 3.72373 0.39393
H -0.37326 3.50176 1.09502
H 2.77710 -1.54399 -1.28336
H 3.55042 0.07630 -1.25279
H 5.04109 -1.58881 1.44756
H -2.83128 -2.07437 -1.37949
H -2.13924 -2.69277 0.13504
H -4.04352 -2.02417 1.41660
H -4.87800 -2.17932 -0.14417
*
```

Löwdin population analysis, charges in e, atoms 1 to 6: 0.000, 0.017, -0.424, 0.091, 0.076, -0.032

***

ORCA calculation (wB97M-V/def2-TZVPD) on a single C10H10O2 molecule at a distorted geometry.

Output
Frontier orbital gap, eV: 7.79
E_tot, eV: -14623.9509
SMILES string: Oc1cc2c(cc1O)[C@@H]1C[C@@H]1C2
Energy relative to the best compared isomer or geometry (same formula, charge and spin), eV: 3.995
HOMO energy, Ha: -0.26042
LUMO energy, eV: 0.71

Structure (ORCA input):
```
! wB97M-V def2-TZVPD RIJCOSX def2/J DEFGRID3
* xyz 0 1
O -3.38470 1.36458 0.15203
C -2.23256 0.70647 0.03534
C -1.09651 1.48661 0.01523
C 0.21809 0.82698 -0.04197
C 0.21354 -0.69256 -0.13159
C -1.01079 -1.43317 -0.26898
C -2.22128 -0.73569 -0.22490
O -3.42172 -1.29580 0.22875
C 1.58324 -1.09208 -0.06924
C 2.79831 -0.57553 0.70723
C 2.51383 0.29324 -0.37802
C 1.52733 1.52496 -0.20605
H -4.14248 0.84917 0.05937
H -1.13109 2.59239 0.20490
H -1.14924 -2.51415 -0.49539
H -3.56774 -2.15030 -0.16560
H 1.83610 -2.02187 -0.60564
H 3.65682 -1.25078 0.69587
H 2.54321 -0.26679 1.78717
H 3.09673 0.23746 -1.23763
H 1.53927 2.25660 -0.91247
H 1.83163 1.89025 0.85158
*
```

Löwdin population analysis, charges in e, atoms 1 to 6: 0.086, -0.286, 0.042, -0.123, -0.134, 0.027

***

ORCA calculation (wB97M-V/def2-TZVPD) on a gas-phase ion, C10H10O2PS (charge -1) at a distorted geometry.

Output
Frontier orbital gap, eV: 6.40
E_tot, eV: -34750.4420
SMILES string: CCO[P@@]([O-])(=S)C#Cc1ccccc1
Energy relative to the best compared isomer or geometry (same formula, charge and spin), eV: 1.946
HOMO energy, Ha: -0.12993
LUMO energy, eV: 2.86

Structure (ORCA input):
```
! wB97M-V def2-TZVPD RIJCOSX def2/J DEFGRID3
* xyz -1 1
C -1.86518 -2.86606 0.05081
C -2.96352 -1.82285 0.35668
O -3.22168 -0.93775 -0.80128
P -3.06637 0.66710 -0.69750
O -3.98367 1.27283 -1.66454
S -3.28063 1.00711 1.84226
C -1.31882 0.96044 -0.86161
C -0.11780 0.96917 -0.62687
C 1.20999 1.21043 -0.22287
C 2.06503 2.15834 -0.80761
C 3.38154 2.25247 -0.56833
C 3.90216 1.33546 0.29714
C 3.15385 0.33381 0.82841
C 1.76408 0.24177 0.69024
H -2.17701 -3.71978 0.65536
H -2.01669 -3.28547 -1.04140
H -0.77377 -2.54014 0.26454
H -2.55222 -1.17162 1.22786
H -3.86817 -2.29055 0.66844
H 1.70103 2.81780 -1.71088
H 4.04749 3.06152 -0.96549
H 4.96969 1.46127 0.70019
H 3.79945 -0.45909 1.29730
H 1.21121 -0.65620 1.08916
*
```

Löwdin population analysis, charges in e, atoms 1 to 6: -0.113, -0.337, -0.334, 0.343, -0.383, -0.239

***

ORCA calculation (wB97M-V/def2-TZVPD) on a molecular structure, C10H10O2S2 at a distorted geometry.

Output
Frontier orbital gap, eV: 7.28
E_tot, eV: -36293.1129
Energy relative to the best compared isomer or geometry (same formula, charge and spin), eV: 3.434
HOMO energy, Ha: -0.32441
LUMO energy, eV: -1.55

Structure (ORCA input):
```
! wB97M-V def2-TZVPD RIJCOSX def2/J DEFGRID3
* xyz 0 1
C 3.94522 -1.06408 0.11767
C 3.18631 -0.70057 1.26247
C 3.61046 -0.43747 -1.03416
C 2.14433 0.19370 1.03030
C 2.69135 0.58681 -1.22482
C 1.91345 0.90808 -0.12305
C -2.63342 1.50308 0.15323
C -1.45492 0.89596 0.27122
C -3.84411 0.66786 -0.21037
C -3.43273 -0.78598 0.12119
O -1.03452 -1.21911 -1.22360
O -1.15123 -1.53851 1.23464
S 0.60437 2.07724 -0.24118
S -1.56114 -0.82694 0.05357
H 4.68464 -1.76253 -0.00832
H 3.36935 -1.10479 2.25277
H 4.05056 -0.69685 -1.99010
H 1.52907 0.40458 1.85784
H 2.57524 1.07291 -2.14433
H -2.76545 2.66075 0.16462
H -4.83073 0.78105 0.17032
H -3.96741 0.73528 -1.32321
H -3.50454 -0.77785 1.16953
H -4.12412 -1.57263 -0.33625
*
```

Löwdin population analysis, charges in e, atoms 1 to 6: -0.059, -0.029, -0.104, -0.127, -0.092, -0.646

***

ORCA calculation (wB97M-V/def2-TZVPD) on a single C10H10S molecule at a distorted geometry.

Output
Frontier orbital gap, eV: 9.60
E_tot, eV: -21364.2816
SMILES string: C=C1CS[C@H]1c1ccccc1
Energy relative to the best compared isomer or geometry (same formula, charge and spin), eV: 1.439
HOMO energy, Ha: -0.32094
LUMO energy, eV: 0.87

Structure (ORCA input):
```
! wB97M-V def2-TZVPD RIJCOSX def2/J DEFGRID3
* xyz 0 1
C 1.60572 2.25953 -1.22659
C 1.42862 0.93643 -1.36971
C 2.31770 -0.18038 -1.69324
S 1.04539 -1.43597 -2.01086
C -0.08043 -0.13090 -1.38077
C -0.75209 -0.48103 -0.10337
C -0.92279 -1.72952 0.40831
C -1.60836 -1.81556 1.65235
C -1.84717 -0.69466 2.43419
C -1.64081 0.51221 1.91477
C -1.05194 0.65260 0.67391
H 0.82429 2.93994 -0.98746
H 2.63107 2.69964 -1.22300
H 3.07537 -0.03650 -2.41119
H 2.96287 -0.36255 -0.89008
H -0.74977 0.24723 -2.12241
H -0.61185 -2.59864 0.00882
H -1.75224 -2.87216 1.99930
H -2.32676 -0.67478 3.45356
H -1.89271 1.24073 2.64207
H -0.65411 1.52434 0.23140
*
```

Löwdin population analysis, charges in e, atoms 1 to 6: 0.035, -0.252, -0.464, 0.888, -0.381, -0.283

***

What is the E_tot in the sixth record? -34750.4420 eV